Record 1
Molecular formula: C4H4OS
Method: DFT, ωB97M-V/def2-TZVPD

As for the energy above the lowest of the compared OMol25 structures with the same formula, charge and spin: 39.3 kcal per mole. The value obtained for the orbital gap is 10.4638 eV. Its SMILES is C#CCC(=O)S. The LUMO energy comes out at 0.0267 hartree.

CARTESIAN COORDINATES (ANGSTROEM)
C1 -0.79 -0.68 -2.47
C2 -0.96 -0.10 -1.44
C3 -1.15 0.64 -0.23
C4 0.06 0.63 0.76
O1 0.34 1.48 1.52
S1 1.02 -0.95 0.63
H1 -0.64 -1.16 -3.43
H2 -1.38 1.70 -0.38
H3 -1.98 0.23 0.35
H4 1.97 -0.39 1.45

=====

Record 2
Molecular formula: C8H8FNO2S
Method: DFT, ωB97M-V/def2-TZVPD

As for the energy above the lowest of the compared OMol25 structures with the same formula, charge and spin: 123.3 kcal per mole. The value obtained for the orbital gap (alpha / beta) is 6.7634 / 5.9395 eV. The LUMO energy (alpha / beta) comes out at -0.0890 / -0.0984 hartree.

CARTESIAN COORDINATES (ANGSTROEM)
C1 0.20 -2.64 1.00
C2 0.73 -1.74 0.38
C3 -1.93 0.82 -0.03
C4 -1.29 0.90 1.20
C5 -1.38 0.75 -1.24
C6 0.09 0.87 1.12
C7 0.12 0.88 -1.35
C8 0.76 0.85 -0.06
N1 2.92 -0.07 0.87
O1 2.61 -0.28 -1.42
O2 3.08 2.00 -0.52
F1 0.84 0.83 2.37
S1 2.53 0.69 -0.38
H1 -0.05 -3.64 1.05
H2 -2.99 0.79 0.08
H3 -1.66 0.73 2.12
H4 -1.89 0.50 -2.16
H5 0.52 0.28 -2.09
H6 0.20 1.86 -1.84
H7 2.26 -0.89 1.02
H8 2.95 0.43 1.72

=====

Record 3
Molecular formula: C17H20Cl5N8O7S4Ta
Method: DFT, ωB97M-V/def2-TZVPD

As for the energy above the lowest of the compared OMol25 structures with the same formula, charge and spin: 43.5 kcal per mole. The value obtained for the orbital gap is 7.5790 eV. The LUMO energy comes out at -0.0134 hartree.

CARTESIAN COORDINATES (ANGSTROEM)
Ta1 0.97 0.09 -0.05
Cl1 -1.05 5.79 3.92
C1 -0.51 4.26 3.35
C2 -1.17 3.64 2.29
Cl2 -2.53 4.37 1.53
C3 -0.72 2.40 1.86
Cl3 -1.48 1.53 0.58
C4 0.39 1.77 2.41
O1 0.79 0.60 1.92
C5 1.01 2.38 3.50
Cl4 2.30 1.55 4.27
C6 0.57 3.61 3.95
Cl5 1.37 4.36 5.28
N1 -1.28 -1.21 2.41
N2 -2.11 -2.18 1.89
C7 -2.26 -2.33 0.56
N3 -3.13 -3.29 0.19
S1 -1.45 -1.48 -0.64
H1 -0.49 -1.59 2.90
H2 -1.79 -0.53 2.96
H3 -2.60 -2.81 2.51
H4 -3.78 -3.70 0.84
H5 -3.30 -3.40 -0.79
N4 -1.02 2.41 -2.17
N5 -0.68 1.02 -2.27
H6 -1.02 2.81 -3.10
H7 -0.24 2.86 -1.68
H8 0.02 0.91 -3.00
H9 -1.53 0.54 -2.56
N6 8.34 2.50 -3.52
C8 6.97 2.28 -3.60
C9 6.08 3.36 -3.58
C10 4.72 3.15 -3.60
C11 4.23 1.85 -3.65
C12 5.09 0.77 -3.67
C13 6.46 0.98 -3.64
S2 2.50 1.60 -3.74
O2 2.25 0.87 -4.96
O3 1.83 2.86 -3.55
N7 2.03 0.63 -2.50
C14 1.90 -0.67 -2.67
S3 2.31 -1.71 -4.01
C15 1.74 -3.08 -3.09
C16 1.25 -2.71 -1.91
N8 1.32 -1.34 -1.66
H10 8.67 3.40 -3.81
H11 8.93 1.73 -3.79
H12 6.47 4.37 -3.54
H13 4.02 3.98 -3.56
H14 4.71 -0.24 -3.72
H15 7.14 0.14 -3.65
H16 1.78 -4.08 -3.50
H17 0.82 -3.34 -1.15
O4 1.24 2.08 -0.20
S4 2.76 1.99 0.08
O5 3.54 2.52 -0.98
O6 2.85 0.40 0.09
O7 3.04 2.47 1.39
C17 1.44 -1.81 1.08
H18 0.67 -2.59 1.05
H19 1.68 -1.58 2.12
H20 2.35 -2.23 0.64